[1]
{"formula": "C20H24IrN4O3S6", "method": "wB97M-V/def2-TZVPD", "elements": ["Ir", "S", "S", "S", "S", "S", "S", "O", "O", "O", "N", "N", "N", "N", "C", "C", "C", "C", "C", "C", "C", "C", "C", "C", "C", "C", "C", "C", "C", "C", "C", "C", "C", "C", "H", "H", "H", "H", "H", "H", "H", "H", "H", "H", "H", "H", "H", "H", "H", "H", "H", "H", "H", "H", "H", "H", "H", "H"], "xyz": [[-1.19, -0.43, -1.53], [-2.55, -2.15, -2.41], [-3.03, 0.17, -0.25], [-2.13, 1.09, -3.23], [1.62, -3.42, 0.13], [4.32, -3.87, 1.36], [-0.99, -1.83, 0.37], [-0.14, -0.65, -3.59], [0.82, -1.16, -1.78], [1.93, -1.33, -3.66], [-0.04, 1.11, -0.75], [0.95, -1.07, -3.06], [1.25, -1.50, 1.76], [2.44, -2.03, 2.06], [3.65, -2.30, 4.16], [1.49, 2.90, -1.09], [3.40, -0.11, 3.19], [4.57, -0.37, 5.27], [0.69, -2.12, 0.77], [0.08, 1.28, 0.58], [-4.09, 1.29, -1.25], [1.62, 3.10, 0.29], [-3.62, -2.54, -1.01], [4.35, -1.74, 5.22], [4.09, 0.44, 4.25], [-3.04, -0.10, -4.23], [-4.08, -1.34, -0.17], [0.67, 1.91, -1.57], [2.90, -3.09, 1.28], [0.88, 2.26, 1.11], [3.18, -1.47, 3.16], [-3.71, -1.25, -3.49], [-3.30, 2.07, -2.27], [2.52, 4.17, 0.83], [-4.47, -3.12, -1.37], [-3.76, 0.44, -4.84], [-4.89, 0.70, -1.70], [2.54, 4.16, 1.92], [5.12, 0.06, 6.10], [-3.97, 2.59, -2.96], [-4.56, -0.93, -2.90], [4.28, 1.51, 4.29], [2.04, 3.51, -1.79], [2.17, 5.15, 0.50], [3.47, -3.37, 4.13], [4.72, -2.38, 6.01], [3.53, 4.04, 0.45], [-2.67, 2.83, -1.80], [-4.56, 1.97, -0.53], [0.92, 2.37, 2.19], [-3.02, -3.21, -0.41], [-0.49, 0.62, 1.21], [-2.27, -0.48, -4.90], [3.03, 0.51, 2.38], [-4.07, -1.98, -4.22], [0.56, 1.74, -2.63], [-4.09, -1.63, 0.88], [-5.09, -1.00, -0.42]], "largest_force_ev_per_a": 0.97, "spin_multiplicity": 2, "e_homo_ev": [-12.714, -12.492], "total_energy_ha": -3714.0556, "charge": 2, "molar_mass_g_mol": 753.06, "orbital_gap_ev": [5.7, 3.5], "s_squared": 0.770}


[2]
{"formula": "C20H24IrN4O3S6", "method": "wB97M-V/def2-TZVPD", "elements": ["Ir", "S", "S", "S", "S", "S", "S", "O", "O", "O", "N", "N", "N", "N", "C", "C", "C", "C", "C", "C", "C", "C", "C", "C", "C", "C", "C", "C", "C", "C", "C", "C", "C", "C", "H", "H", "H", "H", "H", "H", "H", "H", "H", "H", "H", "H", "H", "H", "H", "H", "H", "H", "H", "H", "H", "H", "H", "H"], "xyz": [[0.92, 0.36, 0.26], [2.73, -1.15, -0.11], [-0.83, 1.76, 1.05], [1.60, 2.14, -1.08], [5.09, -1.77, -5.28], [2.21, 1.22, 1.96], [4.16, -2.29, -2.48], [-1.68, 0.32, -1.22], [0.34, -0.48, -1.52], [-1.20, -0.81, -3.00], [3.86, -0.06, -3.61], [3.30, 0.12, -2.42], [-0.93, -0.32, -1.95], [0.02, -1.31, 1.22], [2.55, 2.61, -5.77], [-2.33, -4.58, 2.73], [-1.39, -2.25, 2.90], [-0.09, -2.46, 0.54], [-0.90, 3.02, -0.26], [5.02, 1.53, -5.05], [1.01, 1.93, 3.13], [0.46, 3.52, -0.68], [3.83, 1.03, -4.54], [3.12, 2.66, -0.23], [3.35, -0.98, -1.69], [2.59, 1.56, -4.88], [-0.83, -3.53, 0.99], [-0.64, -1.22, 2.39], [2.95, 2.75, 1.27], [3.73, 3.12, -6.30], [-1.51, -3.45, 2.20], [4.40, -1.29, -3.87], [4.96, 2.59, -5.94], [-0.07, 2.72, 2.42], [5.87, 2.99, -6.36], [-1.90, -2.11, 3.85], [0.43, -2.51, -0.41], [0.60, 1.07, 3.65], [-2.37, -5.41, 2.03], [0.37, 4.11, -1.59], [3.85, 1.90, -0.51], [0.31, 3.66, 2.01], [1.60, 3.02, -6.08], [-0.88, -4.42, 0.39], [-0.57, -0.30, 2.93], [-1.54, 3.84, 0.07], [-0.87, 2.97, 3.12], [3.91, 2.86, 1.76], [-1.41, 2.50, -1.07], [3.69, 3.94, -7.01], [-1.91, -4.95, 3.67], [1.55, 2.52, 3.87], [2.32, 3.59, 1.56], [0.93, 4.16, 0.07], [3.44, 3.62, -0.65], [1.69, 1.12, -4.47], [-3.35, -4.25, 2.94], [5.97, 1.10, -4.76]], "largest_force_ev_per_a": 0.69, "spin_multiplicity": 2, "e_homo_ev": [-14.200, -14.347], "total_energy_ha": -3714.1387, "charge": 2, "molar_mass_g_mol": 753.06, "orbital_gap_ev": [8.5, 5.8], "s_squared": 0.787}


[3]
{"formula": "C20H24MnN9O2S3", "method": "wB97M-V/def2-TZVPD", "elements": ["Mn", "S", "S", "S", "O", "O", "N", "N", "N", "N", "N", "N", "N", "N", "N", "C", "C", "C", "C", "C", "C", "C", "C", "C", "C", "C", "C", "C", "C", "C", "C", "C", "C", "C", "C", "H", "H", "H", "H", "H", "H", "H", "H", "H", "H", "H", "H", "H", "H", "H", "H", "H", "H", "H", "H", "H", "H", "H", "H"], "xyz": [[-0.78, -0.30, -0.42], [-3.54, 2.27, -2.75], [2.01, -0.39, 1.37], [-0.66, -0.31, 3.67], [2.01, -1.71, 1.91], [2.72, -0.08, 0.16], [0.59, -0.80, -1.68], [-1.75, -1.89, -0.89], [-2.34, -3.80, -2.10], [4.65, 2.95, 5.41], [-1.74, 1.02, -1.46], [0.51, 0.15, 1.11], [-0.46, -2.63, -2.70], [-1.70, -0.04, 1.37], [1.67, -2.04, -3.31], [-2.38, -0.38, 3.52], [-0.54, -0.05, 1.99], [-3.53, -3.99, -1.26], [-1.62, 4.32, -2.97], [-2.02, 3.06, -2.53], [-2.97, 0.93, -1.91], [3.70, 0.85, 4.81], [-1.55, -2.77, -1.86], [0.62, -1.78, -2.54], [0.53, 3.92, -1.93], [0.14, 2.67, -1.49], [4.01, 2.22, 4.52], [-1.16, 2.25, -1.79], [-2.03, -4.80, -3.14], [-0.34, 4.74, -2.67], [3.06, 0.09, 3.87], [2.72, 0.67, 2.63], [3.64, 2.79, 3.26], [3.00, 2.01, 2.33], [-2.76, -0.23, 2.24], [4.90, 3.91, 5.23], [2.74, 2.42, 1.37], [-2.30, 4.95, -3.54], [-3.00, -0.52, 4.39], [1.50, -0.36, -1.55], [3.99, 0.42, 5.76], [2.84, -0.95, 4.04], [2.47, -1.43, -3.30], [-0.01, 5.71, -3.00], [-2.80, -5.57, -3.11], [-3.26, -4.22, -0.23], [-3.58, 0.05, -1.74], [-3.78, -0.22, 1.88], [0.81, 2.05, -0.91], [-0.40, -3.28, -3.47], [1.52, 4.27, -1.72], [3.88, 3.82, 3.05], [-2.06, -4.36, -4.13], [-1.07, -5.28, -2.95], [1.74, -2.87, -3.88], [-4.10, -4.83, -1.65], [4.94, 2.56, 6.31], [-4.18, -3.11, -1.30], [-2.55, -2.13, -0.31]], "largest_force_ev_per_a": 0.25, "spin_multiplicity": 4, "e_homo_ev": [-16.440, -16.476], "total_energy_ha": -3764.5300, "charge": 3, "molar_mass_g_mol": 573.61, "orbital_gap_ev": [7.2, 5.4], "s_squared": 3.915}